Record 1
Density functional theory data (ωB97M-V with the def2-TZVPD basis set) for a molecular structure, F10InN2O8PS4.

```
26
Properties=species:S:1:pos:R:3:forces:R:3:mulliken_charge:R:1
In 1.270693 -0.289761 0.404236 -0.40 0.21 -0.08 0.991
P -3.410160 1.895486 -0.598397 0.08 2.17 0.40 1.152
F -3.721648 3.400476 -1.104975 -0.96 0.53 0.79 -0.304
F -3.270390 2.450723 0.942903 0.09 -0.59 -0.09 -0.313
F -4.929177 1.532630 -0.202024 0.60 -0.09 -1.04 -0.316
F -2.875700 0.427994 -0.309318 -0.36 -0.93 0.64 -0.317
F -3.541373 1.567529 -2.163566 -0.12 -1.17 -0.08 -0.292
F -1.839815 2.314058 -0.731139 1.11 -0.16 -0.53 -0.338
N 1.710445 0.300966 -3.722701 -0.06 1.75 -2.40 -0.003
S 1.585220 -0.615568 -4.979491 -2.17 -8.78 -3.60 1.053
O 2.802274 -0.954369 -5.733485 -2.23 1.78 1.18 -0.416
O 0.265401 -0.600499 -5.704774 3.60 1.47 1.51 -0.406
F 1.379080 -1.979173 -4.215532 0.14 0.22 0.69 -0.258
S 1.888277 1.659293 -4.718187 2.42 9.36 2.84 1.057
O 0.702531 2.425892 -5.135672 2.16 -3.22 0.09 -0.413
O 3.195095 1.804706 -5.404540 -3.66 -1.48 0.98 -0.434
F 2.235889 2.564151 -3.355099 -0.25 -1.13 -1.16 -0.315
N 0.950386 -1.346252 4.382027 1.67 -2.01 1.19 -0.082
S -0.280107 -1.490281 5.265976 -9.28 1.18 -0.18 1.078
O -0.270219 -0.793369 6.503598 0.56 0.18 0.07 -0.415
O -1.040589 -2.749580 5.281643 2.19 1.31 0.19 -0.417
F -1.187093 -0.662760 4.278736 -0.14 0.49 0.42 -0.227
S 1.764229 -2.547060 5.224170 5.49 -2.36 -0.11 1.081
O 1.464463 -3.866626 4.722625 -0.04 1.77 0.59 -0.459
O 2.101694 -2.341636 6.623056 -1.41 -0.06 -2.44 -0.456
F 3.050594 -2.106969 4.449932 0.95 -0.45 0.12 -0.231
```
Forces are in eV/Å.

Calculated values
Multiplicity = 1



Record 2
Density functional theory data (ωB97M-V with the def2-TZVPD basis set) for a molecular structure, F10K3N5Na2O20S10.

```
50
Properties=species:S:1:pos:R:3:forces:R:3:mulliken_charge:R:1
Na -6.146228 17.252182 5.230561 0.14 0.10 -0.50 0.998
Na -0.826976 3.912305 7.205823 -0.05 -0.47 -0.24 0.998
K -11.936723 12.132999 -1.448557 0.19 -0.21 -0.18 1.000
K -6.122692 7.457785 9.960442 0.03 -0.15 -0.19 0.996
K -12.352399 8.605742 7.405915 -0.09 -0.20 -0.34 0.997
N -16.344690 4.175363 -1.466329 6.40 4.02 -0.61 -0.259
S -15.043755 4.197155 -0.376385 3.49 2.47 -2.26 1.126
O -13.981613 3.285391 -0.666430 -1.06 0.32 -0.13 -0.532
O -15.317579 4.546593 0.970966 -0.77 -0.35 0.74 -0.552
F -14.394802 5.662645 -0.852735 -0.63 -1.10 -0.28 -0.336
S -17.226295 3.463188 -0.559604 -9.16 -7.39 3.11 1.085
O -18.202131 4.123371 0.308793 1.94 -0.08 -0.98 -0.617
O -16.735897 2.149055 -0.160134 0.86 1.43 1.51 -0.599
F -18.182466 2.848171 -1.685078 -1.08 0.87 -0.97 -0.316
N -7.668926 7.766668 4.801940 0.79 2.41 -1.02 -0.338
S -7.378519 6.494250 3.993088 -0.67 -8.03 -3.54 1.092
O -6.024901 6.037342 4.061710 0.27 0.38 0.74 -0.578
O -8.003726 6.271056 2.684420 0.67 1.57 2.38 -0.526
F -8.169360 5.363989 4.859721 0.08 1.15 0.59 -0.305
S -7.001483 8.771381 3.639436 0.59 4.93 -1.13 1.039
O -7.879340 9.132567 2.568354 -0.12 -0.96 0.37 -0.531
O -5.579677 8.793888 3.302935 -2.27 -0.84 1.67 -0.524
F -7.219169 10.114054 4.551058 0.53 -0.35 0.65 -0.322
N -4.030507 7.159966 -4.952202 -6.14 3.21 0.21 -0.247
S -4.043050 5.670603 -4.756585 5.31 -5.88 2.88 1.091
O -3.698407 5.002953 -5.969803 -1.20 -1.16 -0.31 -0.598
O -4.730068 4.981587 -3.637623 -0.10 1.55 -2.76 -0.570
F -2.582746 5.768113 -4.085999 1.14 -0.67 0.58 -0.337
S -5.765637 7.234086 -4.959330 -0.20 5.69 0.55 1.059
O -6.422841 7.574894 -3.704392 0.89 -1.74 -1.12 -0.556
O -6.412779 6.474202 -5.981029 0.14 -0.34 0.56 -0.532
F -5.769132 8.760763 -5.545733 0.13 -0.55 -0.56 -0.310
N -2.502114 -0.889107 7.118147 4.33 -2.11 3.51 -0.296
S -3.923664 -1.324659 7.065342 -9.20 -0.02 -5.49 1.108
O -4.882903 -0.464453 7.700401 0.41 -0.42 2.34 -0.620
O -4.258142 -2.693733 6.755907 1.06 -0.27 2.12 -0.560
F -4.328379 -0.791105 5.605646 1.30 0.87 -1.47 -0.320
S -2.137746 -1.872394 8.531010 -0.32 3.54 4.27 1.068
O -0.938858 -2.568193 8.511245 1.97 -2.51 -1.80 -0.539
O -3.144236 -2.300645 9.528972 1.16 0.81 -3.25 -0.498
F -1.524222 -0.565859 9.338469 -0.58 0.55 -0.13 -0.342
N -5.517790 18.555340 0.639503 -0.78 -6.68 0.60 -0.206
S -5.500596 19.483452 -0.492004 3.01 10.51 -0.93 1.074
O -6.574494 19.542344 -1.401765 -1.30 -0.11 -0.66 -0.534
O -4.193874 19.801997 -0.977839 -0.15 -0.27 -0.79 -0.576
F -5.658158 20.679701 0.626200 -0.87 1.29 -0.80 -0.363
S -5.500361 17.282848 -0.450992 -3.26 -8.55 3.43 1.066
O -4.287539 16.959954 -1.103829 0.17 1.06 -0.95 -0.505
O -6.789859 16.692622 -0.911637 2.42 2.78 -0.16 -0.585
F -5.407588 16.219801 0.808757 0.59 -0.08 0.76 -0.369
```
Forces are in eV/Å.

Calculated values
Multiplicity = 1



Record 3
Density functional theory data (ωB97M-V with the def2-TZVPD basis set) for a molecular structure, F10KN5O20S10.

```
46
Properties=species:S:1:pos:R:3:forces:R:3:mulliken_charge:R:1
K 14.062136 8.942796 3.598876 0.25 -0.20 0.10 1.022
N 12.830671 10.024481 5.926826 0.22 2.98 0.08 -0.148
S 13.606470 9.771945 7.270002 0.97 -4.08 2.13 1.054
O 12.930618 10.045999 8.503055 -0.22 0.68 -0.19 -0.679
O 15.016267 9.965134 7.216741 0.15 1.02 -0.10 -0.560
F 13.508150 8.180742 7.213575 -0.28 0.14 -0.27 -0.240
S 13.001366 11.663871 5.821078 -1.53 0.55 -2.76 1.081
O 14.237063 12.124045 5.263828 0.46 -0.30 0.71 -0.607
O 12.351619 12.416036 6.845709 0.43 -0.06 0.58 -0.660
F 12.057478 11.904987 4.581313 -0.36 -0.37 0.28 -0.191
N 17.577546 5.567017 6.131467 -0.29 1.61 0.28 -0.346
S 16.526915 6.790189 6.386231 -2.04 -2.05 0.25 0.923
O 16.062693 7.401152 5.188697 0.09 0.45 -0.13 -0.229
O 16.730594 7.552453 7.564042 0.72 0.56 0.18 -0.558
F 15.338802 5.839543 6.832103 0.00 -0.08 -0.24 -0.294
S 18.947445 6.302081 5.940174 2.04 -0.59 -0.83 1.046
O 19.566614 6.780625 7.144693 0.09 -0.06 0.03 -0.651
O 19.079536 7.101179 4.761059 -0.13 0.28 0.29 -0.567
F 19.850495 5.017030 5.556124 -0.31 -0.12 0.32 -0.317
N 12.466310 6.752006 3.260646 -0.84 -1.66 -2.46 0.027
S 11.967209 6.245635 1.771746 -0.31 3.26 -1.15 0.870
O 10.569228 6.012423 1.662862 -0.34 -0.56 0.16 -0.605
O 12.881350 5.478086 1.001864 0.19 -0.77 0.42 -0.585
F 12.101991 7.692810 1.112455 0.21 -0.07 0.15 -0.164
S 12.553519 5.372344 4.004785 0.15 -0.30 4.20 0.937
O 13.877326 4.914628 4.228244 0.32 -0.21 -0.26 -0.557
O 11.522384 4.400835 3.804613 -0.09 -0.26 -1.02 -0.677
F 12.088362 5.941423 5.442394 0.41 0.06 -0.06 -0.326
N 17.869903 7.689871 0.489436 -1.39 -1.63 0.08 -0.277
S 16.479378 6.971406 0.971744 -1.74 2.47 0.70 1.030
O 16.535553 6.202200 2.151791 0.43 -0.30 0.18 -0.432
O 15.612871 6.619305 -0.099720 0.30 -0.72 -0.38 -0.564
F 15.740393 8.354317 1.451138 0.56 -0.13 0.25 -0.284
S 18.399299 6.611437 -0.528296 2.31 -0.14 -1.37 1.106
O 17.888355 6.621078 -1.868316 -0.03 0.43 0.01 -0.625
O 18.697675 5.304892 -0.014807 -0.11 0.17 0.28 -0.613
F 19.857925 7.302311 -0.698026 -0.13 -0.14 -0.06 -0.327
N 9.995289 10.012058 0.826106 1.42 1.14 1.53 -0.275
S 11.315452 10.792790 1.378717 2.14 -0.74 -2.96 0.980
O 11.954974 10.312000 2.550819 -0.45 -0.11 0.32 -0.222
O 11.302881 12.187113 1.069952 -0.48 0.54 0.84 -0.659
F 12.309264 10.282963 0.234336 -0.30 -0.32 0.03 -0.321
S 8.889639 10.621008 1.755238 -3.78 -1.14 -0.03 1.012
O 8.175952 11.743659 1.209343 0.33 0.09 -0.03 -0.658
O 9.078046 10.582941 3.167854 0.58 0.35 0.10 -0.545
F 7.797133 9.426658 1.548965 0.36 0.31 -0.19 -0.328
```
Forces are in eV/Å.

Calculated values
Charge = -4
Multiplicity = 1



Record 4
Density functional theory data (ωB97M-V with the def2-TZVPD basis set) for a molecular structure, F12K5N6NaO24S12.

```
60
Properties=species:S:1:pos:R:3:forces:R:3:mulliken_charge:R:1
Na -18.180330 26.201540 11.370300 0.11 -0.30 0.88 0.965
K -30.307140 30.748850 12.713660 0.09 -0.18 0.72 0.969
K -23.482000 26.734860 7.158670 -0.18 -0.04 0.22 0.994
K -24.915050 26.899240 18.037680 -0.10 0.63 0.22 0.984
K -22.235010 33.149460 13.956820 -0.42 -0.18 0.58 0.979
K -24.186440 23.140780 15.226100 -0.24 -0.54 -0.08 0.948
N -31.219210 28.922250 16.190120 -0.27 -4.35 -5.21 -0.274
S -30.657220 28.969580 17.555860 4.74 5.66 8.24 1.053
O -29.207630 28.875200 17.808420 -2.40 0.20 -1.03 -0.507
O -31.529630 28.447860 18.533200 -0.65 -1.54 1.06 -0.593
F -30.915790 30.557960 17.785110 0.25 -0.20 -0.56 -0.322
S -31.004350 27.199420 16.130500 0.59 -4.97 -0.24 1.040
O -32.197560 26.386830 16.135640 0.40 1.94 0.05 -0.587
O -29.868440 26.513930 16.848380 -2.70 2.70 -2.00 -0.529
F -30.555480 27.094230 14.616480 0.31 0.68 -0.71 -0.258
N -19.815890 30.941330 20.569140 -1.75 -1.95 -3.79 -0.270
S -19.001490 29.777370 21.175320 1.62 -2.90 5.97 1.101
O -17.633040 29.698040 20.710110 -1.43 -0.55 0.52 -0.569
O -19.798870 28.579780 21.587430 2.04 1.91 -2.13 -0.600
F -18.880500 30.415270 22.656970 0.46 0.40 -0.48 -0.300
S -20.212250 30.025430 19.147490 0.88 3.48 -2.90 1.001
O -21.335760 29.134510 19.149690 0.24 0.47 0.32 -0.495
O -19.074390 29.695140 18.265120 -2.30 0.36 1.96 -0.542
F -20.781800 31.416890 18.421760 0.00 -1.27 0.27 -0.320
N -28.074260 18.711380 16.304410 -3.01 5.08 -0.72 -0.280
S -26.682910 18.696300 15.701910 6.61 -3.66 -2.34 1.095
O -25.640320 19.508080 16.327000 -1.04 0.68 -1.20 -0.595
O -26.556020 18.323050 14.268940 -0.43 1.63 2.68 -0.622
F -26.332930 17.364790 16.415440 0.39 -1.91 0.34 -0.262
S -28.472460 20.275800 15.747110 -5.62 3.16 0.94 1.064
O -27.525300 21.140080 15.019520 -0.53 -1.84 1.26 -0.505
O -29.415180 21.019940 16.640810 3.10 -2.36 -1.41 -0.601
F -29.524260 19.883180 14.580540 0.98 -0.27 0.31 -0.265
N -25.588520 33.763560 16.331960 0.28 3.17 4.93 -0.238
S -26.371940 32.511970 16.151290 -2.09 -6.23 -4.36 0.974
O -27.823500 32.564220 15.873870 2.80 -0.36 0.99 -0.586
O -25.715000 31.324140 16.734670 -2.01 1.63 -0.57 -0.485
F -25.787530 32.446270 14.594250 -0.17 -0.73 -0.80 -0.386
S -25.928830 33.926940 18.022460 3.94 4.40 2.55 1.087
O -24.693690 33.948670 18.852230 -2.97 -0.53 -2.61 -0.565
O -27.128420 33.409120 18.590010 0.31 -0.68 -0.86 -0.491
F -26.281950 35.503910 17.867200 0.24 -0.74 0.15 -0.287
N -17.312560 24.457570 14.378550 2.22 1.45 2.14 -0.276
S -16.105330 24.776900 15.575880 4.71 1.61 -1.05 1.039
O -15.809350 23.697050 16.480210 -1.19 1.09 -0.42 -0.492
O -15.911780 26.164800 16.023300 -1.04 -2.92 -1.50 -0.514
F -14.918310 24.506870 14.475950 -0.56 0.83 0.33 -0.303
S -18.316310 24.013840 15.473190 -7.11 -1.24 2.31 1.012
O -18.827210 25.022890 16.438940 2.26 -2.01 -1.63 -0.518
O -18.273390 22.618530 15.832690 0.45 1.21 0.13 -0.565
F -19.659170 23.970960 14.537650 -0.05 0.18 -1.06 -0.351
N -24.315110 26.710780 13.782670 -5.28 -2.31 -0.02 -0.122
S -25.504990 27.040190 12.710980 -5.25 -1.68 -0.24 1.056
O -25.283190 26.978550 11.269250 0.61 -0.31 2.00 -0.566
O -26.351660 28.073400 13.191940 0.35 0.11 -0.17 -0.496
F -26.346650 25.687640 13.059290 0.84 0.83 -0.59 -0.270
S -23.274330 27.442890 13.081340 12.50 5.50 -1.17 1.012
O -23.384680 28.904110 12.843100 -0.86 -2.96 -0.28 -0.568
O -22.406810 26.701440 12.133990 -2.02 1.01 0.88 -0.680
F -22.257810 27.494920 14.385130 -0.66 -0.26 -0.81 -0.320
```
Forces are in eV/Å.

Calculated values
Multiplicity = 1



Result set for energy relative to the best compared isomer or geometry (same formula, charge and spin): 4.3348, 22.5727, 0.7312, 0.2019 eV, one per record in the order listed.
Result set for HOMO-LUMO gap: 1.45, 2.19, 8.19, 3.70 eV, one per record in the order listed.
Result set for E_LUMO: -9.571, -4.825, 7.474, -4.282 eV, one per record in the order listed.